Record 1
{"formula": "C22H23GaNO16", "method": "wB97M-V/def2-TZVPD", "elements": ["Ga", "O", "O", "O", "O", "O", "O", "O", "O", "O", "O", "O", "O", "O", "O", "O", "O", "N", "C", "C", "C", "C", "C", "C", "C", "C", "C", "C", "C", "C", "C", "C", "C", "C", "C", "C", "C", "C", "C", "C", "H", "H", "H", "H", "H", "H", "H", "H", "H", "H", "H", "H", "H", "H", "H", "H", "H", "H", "H", "H", "H", "H", "H"], "coordinates": [[-0.072, -1.037, -0.522], [0.378, -3.384, -3.302], [0.837, -6.269, 0.142], [3.055, -1.640, -7.546], [3.667, 1.699, -0.970], [0.303, -2.477, 0.689], [-3.925, 4.992, -1.720], [-2.575, 3.062, -0.312], [2.352, 0.506, 0.212], [4.516, -2.299, -5.318], [-1.074, -2.809, -5.559], [3.410, 1.953, 4.310], [-4.632, 4.186, 3.795], [2.150, 1.231, 1.982], [-0.637, 2.479, 6.699], [-1.893, 1.670, 4.396], [-6.047, 6.056, 2.370], [3.611, 0.907, -0.042], [-3.563, 3.581, 1.773], [2.126, -4.712, 1.701], [0.373, -3.711, -0.126], [0.960, -2.215, -6.611], [2.186, 1.910, 4.344], [2.422, -2.057, -6.581], [1.014, -2.999, -4.277], [0.088, 2.167, 5.563], [3.139, -2.426, -5.330], [-5.238, 5.385, 1.738], [2.479, -2.864, -4.256], [1.426, 1.516, 3.125], [0.300, -2.656, -5.538], [-0.670, 1.746, 4.353], [-4.140, 4.818, -0.365], [-4.438, 4.341, 2.435], [-3.359, 3.755, 0.326], [0.701, -4.983, 0.869], [-5.017, 5.575, 0.296], [1.421, 2.240, 5.556], [1.675, 0.032, -1.024], [0.093, 1.438, 3.134], [-1.152, 0.013, 0.099], [-3.248, 4.325, -1.965], [-1.578, 2.347, 6.451], [4.755, -1.964, -6.209], [-2.976, 2.817, 2.267], [3.091, 1.357, 2.231], [1.282, -3.639, -0.884], [1.276, 0.931, -1.699], [2.561, -3.631, 1.457], [1.984, 2.543, 6.429], [2.987, -3.134, -3.339], [-0.677, -1.628, -1.903], [1.838, -4.827, 2.839], [-1.314, -3.139, -4.666], [-0.659, -3.924, -0.687], [-0.217, -5.082, 1.609], [2.882, -5.548, 1.339], [0.453, -1.960, -7.533], [-0.472, 1.151, 2.256], [2.428, -0.635, -1.666], [-5.314, 4.849, 4.039], [0.261, -6.278, -0.681], [-5.593, 6.350, -0.195]], "forces_ev_per_angstrom": [[0.07, 0.56, 0.03], [0.39, 0.10, -1.37], [-0.80, 1.20, -0.69], [-0.06, -0.27, 0.63], [0.69, -1.73, 1.40], [-0.15, -2.01, -2.01], [0.20, -0.76, 1.79], [-0.78, 0.88, 0.26], [0.80, -3.14, -5.28], [-1.58, 0.11, -0.83], [1.89, -0.08, 0.68], [-0.82, -0.04, -0.11], [-0.36, 0.82, -1.59], [-1.48, 2.34, 6.40], [0.18, -0.51, -1.66], [0.57, 0.25, 0.40], [0.52, -0.49, -0.12], [-0.29, 2.71, -1.58], [0.14, -0.07, -0.24], [-0.97, -0.40, -0.56], [0.57, -0.22, 1.01], [0.43, 0.11, -0.22], [0.71, 0.15, 0.52], [-0.30, 0.27, -0.78], [-0.06, -0.42, 1.30], [-0.33, 0.48, 1.66], [1.53, -0.04, 0.57], [-0.55, 0.64, -0.18], [-0.22, -0.03, 0.07], [1.04, -0.37, -1.69], [-1.91, -0.02, -0.45], [-0.43, -0.38, -1.06], [-0.09, 0.63, -1.83], [0.17, -0.59, 1.55], [0.89, -1.00, 0.04], [-0.15, 1.18, 0.18], [-0.20, 0.12, 0.35], [0.27, 0.00, -0.06], [-0.82, -0.04, -1.97], [-0.67, 0.14, 0.39], [0.30, -0.21, 0.19], [-0.24, 0.20, 0.13], [0.40, 0.02, 0.02], [-0.15, -0.12, 0.41], [-0.02, -0.03, 0.02], [-0.23, -0.11, -0.08], [-1.94, -0.27, 1.20], [1.21, -1.74, 1.43], [-1.16, -2.40, 0.63], [-0.04, -0.02, -0.03], [-0.05, 0.04, -0.02], [0.12, 0.06, 0.16], [1.06, 0.32, -2.25], [0.12, 0.23, -0.22], [2.19, 0.40, 0.92], [1.96, 0.24, -1.30], [-1.54, 1.74, 0.96], [0.04, 0.00, 0.06], [0.02, -0.09, -0.06], [-1.35, 1.60, 1.37], [0.30, -0.30, -0.15], [0.93, 0.43, 1.63], [0.03, -0.05, 0.04]], "largest_force_ev_per_a": 7.0, "e_lumo_ev": 0.189, "charge": -1, "homo_ev": -5.4, "gap_ev": 5.56, "e_above_lowest_ev": 3.532, "total_energy_ha": -4035.27524}


Record 2
{"formula": "C3H4INO2", "method": "wB97M-V/def2-TZVPD", "elements": ["I", "O", "O", "N", "C", "C", "C", "H", "H", "H", "H"], "coordinates": [[-2.256, -1.152, -1.674], [0.370, 1.236, 0.729], [2.009, 1.479, -0.747], [0.636, -0.377, -0.914], [1.094, 0.834, -0.351], [-0.481, -1.129, -0.533], [-0.475, 0.381, 1.429], [0.805, -0.352, -1.974], [-0.453, -1.675, 0.387], [-1.362, 1.042, 1.625], [0.112, -0.286, 2.023]], "forces_ev_per_angstrom": [[0.87, 0.07, 0.61], [0.42, -0.10, -0.53], [0.14, 0.02, -0.49], [-0.05, 0.33, -2.60], [-0.98, -0.72, 0.87], [0.25, -0.50, -1.85], [-0.47, 3.33, 0.34], [-0.05, -0.21, 2.20], [-0.35, -0.05, 0.05], [0.70, -1.63, 0.63], [-0.49, -0.54, 0.78]], "largest_force_ev_per_a": 3.4, "e_lumo_ev": [0.156, -1.498], "s2": 2.01, "homo_ev": [-7.2, -10.2], "gap_ev": [7.35, 8.67], "e_above_lowest_ev": 0.301, "spin_multiplicity": 3, "total_energy_ha": -619.48343}


Record 3
{"formula": "C45H48IN5O3SiZn", "method": "wB97M-V/def2-TZVPD", "elements": ["I", "Zn", "Si", "O", "O", "O", "N", "N", "N", "N", "N", "C", "C", "C", "C", "C", "C", "C", "C", "C", "C", "C", "C", "C", "C", "C", "C", "C", "C", "C", "C", "C", "C", "C", "C", "C", "C", "C", "C", "C", "C", "C", "C", "C", "C", "C", "C", "C", "C", "C", "C", "C", "C", "C", "C", "C", "H", "H", "H", "H", "H", "H", "H", "H", "H", "H", "H", "H", "H", "H", "H", "H", "H", "H", "H", "H", "H", "H", "H", "H", "H", "H", "H", "H", "H", "H", "H", "H", "H", "H", "H", "H", "H", "H", "H", "H", "H", "H", "H", "H", "H", "H", "H", "H"], "coordinates": [[-6.148, 1.502, -1.526], [0.185, 0.541, -1.135], [-1.556, -0.951, 1.429], [5.549, -3.644, 0.643], [-0.620, -0.124, 0.451], [1.281, -6.260, -2.829], [0.282, -1.413, -2.053], [-1.982, 0.952, -2.059], [-2.044, 2.279, -1.900], [0.731, 2.395, -1.647], [2.147, -0.274, -0.554], [5.574, -2.277, 1.003], [0.978, -1.801, 5.283], [-3.261, -2.743, -0.054], [0.982, 1.416, -3.850], [0.971, 3.268, -0.588], [0.115, -4.141, -2.496], [-3.164, 1.379, 1.597], [-5.323, 0.186, 2.857], [2.304, -1.578, -0.768], [-1.345, -3.773, 0.931], [-3.235, 0.523, -1.986], [-2.107, -2.620, 0.724], [-4.267, 2.143, 1.953], [-3.113, 0.010, 1.864], [-2.863, -5.090, -0.392], [0.018, -5.631, -2.705], [-0.574, -1.320, 2.994], [0.072, 3.236, 3.127], [0.746, 3.855, -3.678], [-4.215, -0.570, 2.498], [1.822, 5.304, 0.471], [4.180, -0.225, 0.668], [-0.326, -2.274, 5.212], [-4.108, 1.596, -1.768], [-3.636, -3.957, -0.614], [1.216, -2.231, -1.555], [-3.299, 2.711, -1.713], [1.339, 2.620, -2.972], [1.312, 4.911, 1.699], [4.363, -1.584, 0.444], [-1.089, -2.034, 4.078], [0.464, 2.911, 0.682], [3.061, 0.393, 0.146], [-0.840, -3.279, -3.010], [3.412, -2.270, -0.293], [0.627, 3.703, 1.806], [0.738, -0.854, 3.086], [2.874, 2.677, -2.923], [1.510, -1.090, 4.217], [-0.719, -1.925, -2.758], [-5.348, 1.547, 2.586], [1.161, -3.600, -1.759], [-1.717, -4.996, 0.386], [2.549, 6.617, 0.328], [1.655, 4.497, -0.651], [1.246, 4.028, -4.634], [-4.540, -4.026, -1.207], [-6.167, -0.285, 3.345], [1.148, -0.290, 2.254], [-4.285, 3.205, 1.733], [2.076, 4.854, -1.578], [-3.470, -0.524, -2.081], [-3.529, 3.750, -1.549], [-3.162, -6.044, -0.810], [3.547, -3.323, -0.480], [0.547, 2.306, 3.447], [1.910, -4.259, -1.345], [-0.313, 3.682, -3.886], [-3.892, -1.873, -0.208], [2.869, 1.450, 0.294], [3.274, 2.776, -3.934], [-0.098, 1.254, -3.872], [1.574, -1.984, 6.168], [-0.454, -6.078, -1.829], [-1.677, -3.650, -3.589], [-0.452, -3.718, 1.546], [-2.325, 1.850, 1.096], [-1.119, -5.879, 0.583], [2.525, -0.712, 4.270], [6.327, -4.076, 1.005], [-2.106, -2.412, 4.040], [3.256, 1.745, -2.499], [1.323, 1.582, -4.874], [-6.212, 2.140, 2.862], [3.263, 3.500, -2.324], [0.821, 4.764, -3.090], [1.702, -5.951, -3.638], [1.447, 5.540, 2.572], [6.471, -1.783, 0.613], [3.515, 6.482, -0.163], [-1.441, -1.212, -3.135], [1.972, 7.319, -0.277], [-1.126, 2.747, -1.853], [-0.056, 1.966, 0.803], [4.896, 0.351, 1.242], [-4.217, -1.636, 2.708], [5.573, -2.154, 2.092], [-0.747, -2.828, 6.042], [1.466, 0.508, -3.482], [0.225, 3.982, 3.906], [2.724, 7.078, 1.300], [-0.999, 3.032, 3.055], [-0.625, -5.841, -3.565]], "forces_ev_per_angstrom": [[0.00, 0.01, 0.01], [0.06, -0.06, -0.07], [0.06, 0.01, -0.01], [0.01, 0.00, -0.01], [-0.08, 0.05, 0.06], [0.00, 0.00, 0.01], [0.01, 0.04, 0.02], [-0.02, 0.05, 0.01], [-0.10, 0.00, 0.00], [-0.02, 0.00, 0.01], [0.05, 0.02, -0.02], [0.00, 0.00, 0.00], [0.00, 0.00, 0.00], [0.03, 0.00, 0.00], [0.04, 0.00, 0.01], [0.00, 0.00, 0.01], [0.00, 0.00, 0.03], [-0.01, 0.00, -0.01], [0.01, -0.01, 0.00], [-0.01, 0.01, -0.01], [0.03, -0.01, -0.01], [0.00, 0.00, 0.01], [-0.02, 0.01, -0.02], [-0.01, 0.01, 0.00], [-0.02, -0.02, 0.03], [0.00, 0.01, 0.01], [0.02, -0.02, -0.01], [0.01, -0.01, 0.01], [0.00, 0.00, 0.00], [0.00, -0.07, -0.01], [0.01, 0.01, -0.02], [-0.01, 0.01, 0.01], [0.01, 0.00, 0.01], [0.00, 0.00, 0.00], [0.02, -0.01, -0.04], [0.00, 0.00, 0.00], [0.00, -0.03, -0.02], [-0.03, 0.00, 0.00], [-0.02, 0.03, 0.00], [-0.01, 0.01, -0.01], [0.01, 0.01, 0.01], [-0.01, -0.01, 0.00], [0.02, -0.01, -0.02], [-0.02, -0.01, 0.00], [-0.01, 0.00, 0.04], [-0.03, -0.01, 0.03], [0.00, -0.01, -0.02], [-0.01, 0.01, 0.01], [0.05, 0.05, 0.01], [0.00, 0.00, -0.01], [-0.01, -0.02, -0.03], [0.00, 0.01, 0.00], [0.00, 0.00, -0.02], [0.00, 0.00, 0.01], [0.01, 0.00, 0.00], [0.00, 0.00, 0.01], [0.00, -0.01, 0.00], [0.00, 0.00, 0.00], [0.00, 0.00, 0.00], [0.00, 0.00, 0.00], [0.00, 0.00, 0.00], [-0.02, 0.01, 0.02], [0.01, -0.01, 0.03], [0.00, 0.00, 0.00], [0.00, 0.00, 0.00], [0.00, -0.01, 0.00], [0.00, 0.00, 0.00], [0.00, 0.00, 0.00], [-0.01, 0.00, -0.01], [-0.02, 0.00, 0.01], [0.01, 0.01, -0.01], [0.02, 0.00, 0.00], [-0.01, 0.00, -0.01], [0.00, 0.00, 0.00], [-0.01, 0.02, -0.02], [0.00, 0.00, -0.01], [-0.01, 0.00, -0.01], [0.02, 0.01, -0.01], [0.00, 0.00, 0.00], [0.00, 0.00, 0.00], [-0.01, 0.00, 0.01], [0.00, 0.00, 0.00], [0.00, -0.01, 0.01], [0.00, 0.00, 0.00], [0.00, 0.00, 0.00], [-0.02, -0.09, -0.06], [0.01, 0.07, 0.06], [0.00, -0.01, 0.00], [0.00, 0.00, 0.00], [0.00, 0.00, 0.00], [0.00, 0.00, 0.00], [0.01, -0.01, 0.00], [0.00, 0.00, 0.00], [0.06, 0.02, 0.05], [-0.02, -0.01, -0.03], [0.00, 0.00, 0.00], [0.00, -0.01, 0.00], [0.00, 0.00, 0.00], [0.00, 0.00, 0.00], [-0.01, 0.01, 0.00], [0.00, 0.00, 0.00], [0.00, 0.00, 0.00], [-0.01, 0.00, 0.00], [0.01, 0.00, -0.01]], "largest_force_ev_per_a": 0.1, "e_lumo_ev": -0.371, "homo_ev": -6.8, "gap_ev": 6.47, "e_above_lowest_ev": 0.000, "total_energy_ha": -4609.76146}